1.
ORCA calculation (ωB97M-V with the def2-TZVPD basis set) on a molecular structure, C43H63ClMnN5OP.

```
! wB97M-V def2-TZVPD RIJCOSX def2/J DEFGRID3
* xyz 0 6
Mn 1.07160 -0.54273 -0.13247
C 0.86456 -3.87046 3.31018
C 0.48961 -4.40423 1.92795
C -0.49810 -5.57168 2.04847
C -0.09268 -3.34014 1.03051
C 0.23103 -3.30909 -0.31726
C -0.33534 -2.41461 -1.22673
C -0.18170 -2.79748 -2.69453
C -1.03879 -4.04462 -2.96923
C 1.25791 -3.13562 -3.11252
C -1.22661 -1.39538 -0.74072
C -1.66456 -1.53767 0.59890
C -1.08395 -2.46944 1.45401
C -2.95631 -0.89482 1.04585
C -2.88851 -0.23963 2.42312
C -4.05736 -1.96463 1.00934
C -1.95883 -0.50831 -1.75002
C -2.78687 -1.27178 -2.58122
C -3.33594 -0.79321 -3.75628
C -3.05196 0.49976 -4.14980
C -2.36994 1.32433 -3.27378
C -1.86709 0.88631 -2.04546
P -1.46433 2.20261 -0.77423
C -0.60221 3.78108 -1.51601
C -0.13771 4.56210 -0.26755
C -1.37066 4.75722 -2.41116
C 0.64916 3.37731 -2.28436
C -3.25374 2.88082 -0.48084
C -4.10769 3.33165 -1.66957
C -4.05874 1.76529 0.18851
C -3.14481 4.01973 0.54327
H 1.33228 -4.65948 3.89982
H -0.01622 -3.52449 3.85479
H 1.57078 -3.04295 3.22285
H 1.40010 -4.78165 1.45475
H -1.44111 -5.23628 2.48484
H -0.08362 -6.35445 2.68528
H -0.70720 -6.00206 1.06819
H 0.89265 -4.07816 -0.69651
H -0.54469 -1.99064 -3.32843
H -0.63461 -4.90374 -2.43153
H -1.02240 -4.26067 -4.03801
H -2.07702 -3.92132 -2.66439
H 1.58751 -4.07916 -2.67527
H 1.95776 -2.35756 -2.81951
H 1.29106 -3.24302 -4.19737
H -1.47409 -2.55833 2.46066
H -3.21396 -0.14138 0.31285
H -2.72964 -0.98090 3.20845
H -3.83060 0.26784 2.63572
H -2.07807 0.49000 2.46224
H -3.84721 -2.76662 1.71936
H -4.13088 -2.40626 0.01436
H -5.02081 -1.51948 1.26326
H -2.97543 -2.29834 -2.29710
H -3.94504 -1.44297 -4.37034
H -3.39303 0.87457 -5.10534
H -2.22760 2.35898 -3.54979
H -0.90838 5.23247 0.10547
H 0.72705 5.17825 -0.52791
H 0.14487 3.88495 0.53912
H -2.17317 5.27090 -1.88546
H -1.77044 4.29457 -3.31259
H -0.66546 5.52679 -2.73861
H 1.30152 2.75719 -1.67994
H 1.20261 4.27460 -2.57423
H 0.39527 2.83332 -3.19302
H -4.29907 2.50703 -2.35368
H -3.68864 4.16019 -2.23007
H -5.07376 3.66188 -1.27554
H -4.21192 0.93310 -0.50016
H -5.04547 2.14747 0.46414
H -3.56434 1.42591 1.09619
H -2.86605 4.96338 0.07849
H -2.41484 3.77957 1.31949
H -4.11327 4.17025 1.02763
C 3.41571 2.82610 3.37023
N 2.70542 1.99124 2.41606
C 3.30499 2.02682 1.08129
C 1.68539 1.12792 2.66227
O 1.09638 0.59584 1.69420
N 1.27270 0.82520 3.92872
C 0.28776 -0.23538 4.09606
C 1.73852 1.28274 5.22588
H 4.05655 3.49442 2.80096
H 4.05075 2.24195 4.04097
H 2.73298 3.45208 3.94319
H 3.13081 2.99448 0.61210
H 2.89810 1.24701 0.44973
H 4.38014 1.86395 1.16637
H 0.02387 -0.65503 3.13560
H -0.61080 0.15736 4.57835
H 0.70631 -1.02339 4.72768
H 2.41631 2.11898 5.17911
H 2.23980 0.46618 5.75360
H 0.87048 1.58417 5.81703
N 1.45722 -0.08905 -2.07898
C 1.18103 -0.15171 -3.21950
N 0.99464 -0.13600 -4.45896
C 0.13969 -0.70985 -5.25742
N -0.59622 -1.18935 -6.01470
Cl 4.48468 -0.66441 2.78629
C 5.07109 -0.53019 1.14144
C 6.32306 0.02863 0.95052
C 6.82780 0.16650 -0.33192
C 6.04516 -0.23876 -1.40912
C 4.80629 -0.80605 -1.20059
C 4.26426 -0.99753 0.08870
C 2.98482 -1.64849 0.27365
H 6.90452 0.34003 1.80873
H 7.81529 0.58006 -0.48637
H 6.41501 -0.12280 -2.42040
H 4.19507 -1.10324 -2.04487
H 2.80817 -1.99292 1.29355
H 2.83139 -2.44346 -0.45894
*
```

Orbital gap (spin up / spin down) = 0.25228 / 0.27037 Eh
<S²> = 8.76

=====

2.
ORCA calculation (ωB97M-V with the def2-TZVPD basis set) on a molecular structure, C16H23GaN6O7.

```
! wB97M-V def2-TZVPD RIJCOSX def2/J DEFGRID3
* xyz 2 1
Ga 0.16971 0.31899 0.32022
O 0.45276 0.37950 -5.60589
C 0.47986 0.35994 -4.28525
C 1.67446 0.40255 -3.53659
C 1.56018 0.37914 -2.17426
N 0.37763 0.32523 -1.57996
C -0.76820 0.25295 -2.26382
C -0.76529 0.27623 -3.63247
C -1.97630 0.09220 -1.35286
O -3.09186 0.08760 -1.76803
O -1.61438 -0.05570 -0.06858
C 2.67653 0.40593 -1.17256
O 3.82241 0.57332 -1.46776
O 2.20769 0.26560 0.08712
H 1.33371 0.42683 -6.00418
H 2.65173 0.44758 -3.99964
H -1.68765 0.21836 -4.19420
O 3.78870 0.17021 2.15239
N 3.91230 -0.06135 1.10933
C -1.44980 -0.80189 6.04791
C -1.79962 -2.14364 5.41215
C -2.99459 -2.02590 4.46558
C -0.58436 -2.78704 4.74434
N -0.00153 -1.91322 3.69287
C -0.45838 -1.60071 2.50050
N 0.39761 -0.73633 1.96669
N 1.36132 -0.52449 2.87104
N 1.13312 -1.22447 3.90684
H -2.30410 -0.41322 6.60113
H -1.19595 -0.05694 5.28734
H -0.61143 -0.88362 6.74099
H -2.05957 -2.84206 6.21135
H -2.88733 -1.17633 3.78263
H -3.90775 -1.84878 5.03170
H -3.14999 -2.93425 3.87900
H -0.83496 -3.73359 4.26878
H 0.22176 -2.94930 5.45579
H -1.35696 -1.97886 2.03816
C -0.89047 2.51160 3.40977
C -1.22849 2.21888 1.96968
O 0.00081 2.07479 1.15533
C 0.54690 3.39168 0.77292
C 2.00469 3.33109 0.40970
H -1.81875 2.52508 3.98270
H -0.41187 3.47965 3.54744
H -0.24197 1.73976 3.82690
H -1.82648 2.99979 1.50139
H -1.77079 1.28250 1.86344
H 0.39700 4.02610 1.64195
H -0.06843 3.76488 -0.04636
H 2.60416 2.94843 1.23535
H 2.33649 4.34692 0.19552
H 2.18686 2.74326 -0.48566
*
```

Orbital gap = 0.27579 Eh

=====

3.
ORCA calculation (ωB97M-V with the def2-TZVPD basis set) on a gas-phase ion, C8H13IN (charge +1).

```
! wB97M-V def2-TZVPD RIJCOSX def2/J DEFGRID3
* xyz 1 3
C 0.59742 -3.07929 -0.05232
C 0.67593 -2.33727 1.06584
C 0.03820 -2.39116 -1.24320
C 0.31554 -0.95760 0.95086
C 0.64412 -1.33847 -1.82534
C 1.06575 0.00292 0.40826
C -0.48580 1.46301 -0.86042
C -0.30449 1.82717 1.51497
N 0.39359 1.39343 0.28654
I 3.07562 0.07110 0.15471
H 0.71454 -4.15346 -0.15256
H 0.87754 -2.69370 2.01109
H -0.92879 -2.70425 -1.65773
H -0.68500 -0.72056 1.18916
H 1.63223 -1.17910 -1.37204
H 0.26065 -0.95095 -2.69751
H -1.17418 0.70488 -0.96531
H -1.02853 2.36214 -0.69759
H 0.13049 1.60524 -1.73312
H -1.29341 1.52072 1.41497
H 0.32733 1.42891 2.40711
H -0.12807 2.98487 1.61933
H 1.27342 2.03073 0.14414
*
```

Orbital gap (spin up / spin down) = 0.23748 / 0.23060 Eh
<S²> = 2.01

=====

4.
ORCA calculation (ωB97M-V with the def2-TZVPD basis set) on 2 unconnected molecules or ions with the total composition C6H8Cl4Si.

```
! wB97M-V def2-TZVPD RIJCOSX def2/J DEFGRID3
* xyz 0 1
C 3.43111 -1.30100 0.68229
C -2.56476 0.29542 0.03645
C -1.74385 -0.45082 -0.72125
C 2.34576 -0.51325 0.49804
C -2.97138 1.63381 -0.35017
C 2.24619 0.94862 0.34962
Si -0.63535 -1.92974 -0.12955
Cl -1.62906 2.76199 0.06657
Cl 1.39078 1.52954 -1.08020
Cl -1.35852 -2.84933 1.65155
Cl -0.09465 -3.51755 -1.32732
H 3.52500 -2.30217 0.36967
H 4.44210 -0.69070 0.68241
H -2.68418 0.01009 1.03749
H -1.59331 -0.23344 -1.75192
H -3.94249 2.15992 -0.06937
H -2.96135 1.56908 -1.45008
H 1.61890 1.37255 1.21646
H 3.17906 1.50695 0.28932
*
```

Orbital gap (spin up / spin down) = 0.26308 / 0.29443 Eh

=====

5.
ORCA calculation (ωB97M-V with the def2-TZVPD basis set) on C2H5NO2S in the gas phase.

```
! wB97M-V def2-TZVPD RIJCOSX def2/J DEFGRID3
* xyz 0 1
C 0.50764 1.83034 -1.03985
O 0.76059 0.37390 -0.93836
C 0.20943 -0.15561 0.23193
O -0.32230 0.38566 1.13432
S 0.46124 -1.82099 0.06539
N -0.76923 -2.40618 0.98793
H 1.07291 2.22285 -1.80844
H 0.84131 2.20129 -0.14039
H -0.54067 1.92965 -1.34862
H -0.50735 -2.51305 2.00460
H -1.71356 -2.04786 0.85148
*
```

Orbital gap = 0.36548 Eh
SMILES string = COC(=O)SN

=====

6.
ORCA calculation (ωB97M-V with the def2-TZVPD basis set) on a molecular structure, C5H16FGaNO2S.

```
! wB97M-V def2-TZVPD RIJCOSX def2/J DEFGRID3
* xyz -1 1
N 2.13530 1.43682 -0.66930
C 2.46092 -0.01543 -0.50008
Ga 4.07673 -0.68843 -1.55955
F 3.53762 -2.01923 -2.76481
S 5.14383 0.93433 -2.80072
H 1.90541 1.62741 -1.62632
H 2.97194 1.92974 -0.41455
H 1.59152 -0.58208 -0.81483
H 2.67647 -0.15786 0.55433
H 5.16323 -1.40537 -0.60362
H 4.86899 2.15444 -2.27674
C -1.85582 -1.07585 -0.84725
O -1.03713 -0.46269 0.12933
C -1.42810 0.86607 0.42715
C -2.22463 0.93223 1.71512
O -3.47000 0.24854 1.61217
C -3.42997 -1.04905 2.17467
H -1.64866 -2.14507 -0.82900
H -2.91903 -0.91946 -0.64592
H -1.61114 -0.68881 -1.84214
H -2.00165 1.29172 -0.40178
H -0.51291 1.45511 0.54207
H -2.44958 1.97976 1.93789
H -1.63557 0.52978 2.54378
H -3.45538 -0.99095 3.26884
H -2.53989 -1.59790 1.86044
H -4.31248 -1.58779 1.83079
*
```

Orbital gap = 0.25143 Eh

=====

| no. | total energy (eV) |
| --- | --- |
| 1 | -108242.93397 |
| 2 | -92598.79554 |
| 3 | -18083.35917 |
| 4 | -64316.46811 |
| 5 | -18574.53518 |
| 6 | -76959.87328 |